Below is an isolated molecule of C22H22N6O2S2, with properties calculated with wB97M-V/def2-TZVPD.

Positions of all 54 atoms, in Å:
N: 1.02798 2.67989 -4.52304
H: 4.21529 -0.37236 4.33324
H: 3.51466 6.08878 -5.69110
H: 1.77100 5.80911 -5.69002
H: 3.85928 4.06742 -4.28765
H: 1.39437 -3.51354 5.03663
C: 2.68455 -0.57250 2.87575
H: -3.96370 -2.69519 3.13663
C: 0.11288 2.92722 -2.54897
N: -0.30755 -1.43289 0.74544
C: -4.09729 -5.30094 2.47083
H: -2.45486 0.08720 1.69340
C: -1.22446 -2.40592 1.21091
C: 1.53340 -1.28886 2.48181
N: 0.07528 2.30772 -3.67897
H: -3.71932 -6.31375 2.35715
N: -0.73973 2.77123 -1.49781
C: -1.12944 -3.71027 0.75094
H: 3.40482 -2.24747 5.73179
H: -2.72746 0.81022 -2.78458
H: 3.01938 3.64171 -5.79267
H: -0.60646 3.41401 -0.72468
H: -0.33022 -3.98007 0.07662
C: -2.05175 -4.65112 1.16785
C: -1.62206 1.75500 -1.20932
H: 0.21821 -2.90704 2.98529
N: 0.40619 0.20302 -0.54716
C: 0.84492 -0.89903 1.26998
C: 1.81404 3.58972 -4.08743
H: -4.99668 -5.20338 1.86244
C: -3.16210 -2.97831 2.46955
H: 2.60112 6.22060 -4.18491
C: -2.34855 -0.59429 2.53845
S: 1.41447 4.11021 -2.44843
C: 1.75526 -2.69203 4.43725
H: -1.44671 -0.31023 3.08256
C: -2.25302 -2.01171 2.07035
C: 1.09171 -2.34692 3.27912
C: -3.07792 -4.29516 2.03304
C: -1.78772 0.67557 -2.24917
C: 3.33982 -0.93633 4.05262
H: -1.97369 -5.66777 0.81324
C: 2.68788 5.67352 -5.12137
O: 3.18841 0.45189 2.17591
O: -2.22245 1.77760 -0.16146
C: 2.88245 -1.98182 4.82513
N: 1.25446 0.07203 0.48191
H: -3.20456 -0.46419 3.19434
C: 2.93183 4.18820 -4.85277
H: -4.37775 -5.14119 3.50955
C: -0.52446 -0.69749 -0.38209
H: -0.95645 0.65385 -2.95107
H: 2.64113 0.59680 1.36830
S: -1.91758 -0.92237 -1.38835

The SMILES is CCc1nnc(NC(=O)CSc2nnc(-c3ccccc3O)n2-c2ccc(C)cc2C)s1. The value obtained for the energy relative to the best compared isomer or geometry (same formula, charge and spin) is 3.3 kcal per mole. The calculated total energy is -2126.969710 Ha.

Calculated atomic charges, method Löwdin, unit e: number 1, N, carries 0.01; number 2, H, carries 0.12; number 3, H, carries 0.07; number 4, H, carries 0.08; number 5, H, carries 0.11; number 6, H, carries 0.10; number 7, C, carries -0.27; number 8, H, carries 0.12; number 9, C, carries -0.61; number 10, N, carries 0.06; number 11, C, carries -0.05; number 12, H, carries 0.07; number 13, C, carries -0.25; number 14, C, carries -0.08; number 15, N, carries 0.00; number 16, H, carries 0.08; number 17, N, carries 0.10; number 18, C, carries -0.01; number 19, H, carries 0.10; number 20, H, carries 0.10; number 21, H, carries 0.12; number 22, H, carries 0.15; number 23, H, carries 0.13; number 24, C, carries -0.03; number 25, C, carries -0.55; number 26, H, carries 0.10; number 27, N, carries 0.06; number 28, C, carries -0.20; number 29, C, carries -0.60; number 30, H, carries 0.09; number 31, C, carries 0.01; number 32, H, carries 0.06; number 33, C, carries 0.00; number 34, S, carries 1.08; number 35, C, carries -0.09; number 36, H, carries 0.09; number 37, C, carries -0.20; number 38, C, carries -0.02; number 39, C, carries -0.26; number 40, C, carries -0.35; number 41, C, carries -0.01; number 42, H, carries 0.11; number 43, C, carries -0.11; number 44, O, carries 0.06; number 45, O, carries 0.06; number 46, C, carries -0.08; number 47, N, carries 0.07; number 48, H, carries 0.08; number 49, C, carries -0.25; number 50, H, carries 0.08; number 51, C, carries -0.60; number 52, H, carries 0.05; number 53, H, carries 0.06; number 54, S, carries 1.03

---

Below is an isolated molecule of C3H9NS, with properties calculated with wB97M-V/def2-TZVPD.

Positions of all 14 atoms, in Å:
H: -0.86067 -0.72383 2.45905
C: -0.01010 -0.20585 2.02377
H: -0.08898 1.77517 -0.99059
N: -0.46181 -0.27678 -0.85587
H: 1.01273 -0.42421 -2.37668
H: -1.19352 -0.73385 -1.37176
H: 0.70851 -0.01638 2.80699
S: -0.52766 1.39442 1.37096
H: 1.59035 -0.03124 -0.73787
H: 0.35924 -0.83307 1.22720
C: -0.71960 1.06466 -0.46584
H: 1.09039 -1.66236 -1.14050
C: 0.87529 -0.60219 -1.31706
H: -1.77417 1.27554 -0.63183

The SMILES is CNCSC. The value obtained for the energy relative to the best compared isomer or geometry (same formula, charge and spin) is 17.0 kcal per mole. The calculated total energy is -572.612924 Ha.

Calculated atomic charges, method Löwdin, unit e: number 1, H, carries 0.02; number 2, C, carries -0.43; number 3, H, carries 0.07; number 4, N, carries -0.20; number 5, H, carries 0.07; number 6, H, carries 0.11; number 7, H, carries 0.02; number 8, S, carries 0.76; number 9, H, carries 0.08; number 10, H, carries 0.01; number 11, C, carries -0.52; number 12, H, carries 0.08; number 13, C, carries -0.13; number 14, H, carries 0.07